Here is a molecular structure, C10H5Br4CuO7 at a distorted geometry from OMol25. Energies are from ωB97M-V/def2-TZVPD.

Structure (XYZ):
```
27
Properties=species:S:1:pos:R:3:forces:R:3
Cu 1.993 -1.439 -1.039 0.596 0.284 0.182
O 2.804 2.543 -1.192 0.316 -1.214 -0.659
C 2.394 1.229 -0.782 -0.057 0.382 0.044
O 3.050 0.210 -1.246 0.190 -0.181 -0.691
C 2.438 1.319 0.717 0.200 0.086 0.786
O 2.003 0.129 1.293 -0.505 -1.183 0.956
C 0.715 0.152 1.874 -0.574 0.748 0.247
C -0.354 0.252 0.873 0.512 -0.344 -0.310
O -1.548 0.917 1.002 0.116 0.353 0.119
O 0.337 -0.039 -1.478 0.045 1.225 -0.079
H 3.321 2.338 -1.991 -0.228 0.282 0.142
H 1.911 2.146 1.126 -1.042 0.913 0.013
H 3.444 1.501 1.095 0.417 -0.275 -0.600
H 0.559 1.000 2.574 0.300 -0.130 -0.157
H 0.585 -0.744 2.472 0.390 -0.452 0.104
Br -4.771 -2.543 0.188 0.068 -0.488 -0.095
C -3.147 -1.664 -0.174 0.987 0.132 -0.028
C -3.203 -0.323 -0.227 0.041 0.841 -0.339
Br -4.824 0.693 -0.071 0.467 -0.280 0.074
C -1.940 0.487 -0.313 -0.680 -0.472 -0.433
Br -2.077 2.055 -1.487 0.086 -0.519 0.153
C -0.600 -0.345 -0.459 0.597 0.451 0.372
O 0.941 1.274 -1.279 -0.387 -0.143 0.048
C -0.639 -1.881 -0.455 -0.114 0.113 -0.202
O 0.471 -2.517 -0.542 -0.661 0.161 0.069
C -1.883 -2.429 -0.312 -1.228 -0.320 0.342
Br -1.979 -4.324 -0.168 0.149 0.031 -0.057
```
Positions in Å, forces in eV/Å.

Its total energy is -12847.168236 Eh. As for the spin multiplicity: 2. As for the total charge: -1.

Here is a molecular structure, C10H5BrFeNO5 at a distorted geometry from OMol25. Energies are from ωB97M-V/def2-TZVPD.

Structure (XYZ):
```
23
Properties=species:S:1:pos:R:3:forces:R:3
O -2.457 0.323 -2.283 2.996 1.034 2.084
C -1.556 0.645 -1.648 -5.786 -2.237 -3.804
Fe -0.105 1.193 -0.638 0.334 0.327 -0.026
C 1.351 1.852 0.323 5.377 2.153 3.532
O 2.244 2.258 0.913 -2.684 -1.215 -1.734
C -0.191 3.086 -1.607 1.800 4.067 -0.650
O 0.604 3.978 -1.462 -1.875 -2.208 -0.233
C -1.248 2.027 0.559 -3.500 1.297 3.799
O -1.977 2.522 1.297 2.562 -1.504 -2.616
C 1.030 0.796 -2.048 3.242 -2.118 -3.501
O 1.718 0.526 -2.928 -2.344 1.116 2.938
H -1.055 3.231 -2.298 -0.168 0.140 -0.245
Br 3.008 -3.233 1.459 -1.987 1.049 -0.404
C 1.306 -2.417 1.167 2.230 -0.190 -0.068
C 0.142 -3.041 1.615 -1.255 -1.747 1.058
C -1.092 -2.430 1.401 0.161 0.825 -0.470
C -1.143 -1.198 0.745 -1.294 -2.552 1.583
N 0.001 -0.594 0.306 1.725 1.560 -1.026
C 1.215 -1.189 0.506 0.340 -0.220 0.028
H 0.193 -3.994 2.127 0.052 0.101 -0.060
H -2.003 -2.905 1.743 0.039 0.058 -0.032
H -2.104 -0.727 0.588 0.071 0.180 -0.082
H 2.119 -0.708 0.159 -0.035 0.085 -0.072
```
Positions in Å, forces in eV/Å.

As for the spin multiplicity: 6. As for the total charge: +2. The value obtained for the energy above the lowest of the compared OMol25 structures with the same formula, charge and spin is 0.000 eV.

Here is 2 unconnected molecules or ions with the total composition C10H6BFNO12 at a distorted geometry from OMol25. Energies are from ωB97M-V/def2-TZVPD.

Structure (XYZ):
```
31
Properties=species:S:1:pos:R:3:forces:R:3
O -0.048 -2.435 1.641 -0.286 -0.088 -0.117
C -0.411 -1.829 0.698 0.641 0.187 -0.250
F -0.420 -2.392 -0.531 -0.244 -0.267 0.085
N -0.744 -0.470 0.584 -0.677 -0.141 0.747
C -1.996 0.009 1.007 0.328 0.624 -0.346
O -2.127 1.186 1.254 0.060 -0.551 0.034
C -3.230 -0.884 1.004 -0.457 -0.101 -0.281
C -3.704 -1.510 -0.338 0.417 0.589 0.301
C -3.652 -2.996 -0.051 -0.096 0.145 -0.076
O -3.956 -3.095 1.347 0.376 -0.084 0.144
C -3.372 -2.041 1.992 -0.255 -0.109 0.642
O -3.182 -2.039 3.172 0.016 0.045 -0.564
H 0.017 0.104 0.965 0.005 0.140 0.035
H -3.996 -0.182 1.332 0.060 0.005 0.120
H -4.728 -1.182 -0.493 -0.046 -0.066 -0.208
H -3.090 -1.187 -1.175 -0.005 -0.137 -0.125
H -4.364 -3.582 -0.626 -0.089 -0.022 0.165
H -2.657 -3.392 -0.205 0.224 -0.201 -0.157
B 3.514 2.159 -0.895 0.053 0.098 -0.088
O 4.943 2.489 -0.765 -0.123 -0.046 -0.063
C 5.532 2.389 -1.950 0.107 0.051 0.168
O 6.686 2.592 -2.187 0.039 0.006 -0.019
C 4.457 1.960 -2.971 -0.175 -0.060 -0.097
O 4.630 1.772 -4.138 0.018 -0.003 -0.040
O 3.309 1.837 -2.316 0.067 0.030 0.117
O 3.141 1.014 -0.023 -0.058 0.067 0.027
C 2.196 1.381 0.809 0.261 -0.181 0.022
O 1.677 0.678 1.642 -0.155 0.003 -0.175
C 1.868 2.865 0.541 0.006 0.216 -0.086
O 1.057 3.515 1.128 -0.033 0.016 0.039
O 2.649 3.269 -0.449 0.022 -0.163 0.046
```
Positions in Å, forces in eV/Å.

Its total energy is -1467.409518 Eh. As for the spin multiplicity: 1. As for the total charge: -1.

Here is a molecular structure, C10H6BeNO5 at a distorted geometry from OMol25. Energies are from ωB97M-V/def2-TZVPD.

Structure (XYZ):
```
23
Properties=species:S:1:pos:R:3:forces:R:3
O -1.478 -4.585 -2.961 0.386 3.388 -3.536
C -1.385 -3.777 -3.801 -0.378 -3.374 3.551
Be 0.186 -0.405 -0.454 -1.126 -1.905 0.737
O 2.700 -1.806 -0.539 -1.882 2.099 -1.092
C 1.958 -0.950 -0.907 1.502 -1.317 1.358
C 2.262 0.208 -1.960 6.365 0.164 1.031
O 3.319 0.837 -1.861 -3.778 -1.669 -0.189
C 0.007 0.878 -2.569 -7.203 3.903 -0.361
O -1.040 1.571 -2.716 7.265 -4.435 1.016
C 1.264 0.271 -2.972 -2.838 1.935 -4.154
O 1.222 -0.044 -4.177 0.814 -0.323 2.198
H -0.688 -1.510 -0.387 0.750 0.202 -1.174
C -1.226 1.279 3.310 0.075 -0.055 -0.367
C -0.894 2.144 2.253 0.137 -0.043 -0.240
C -0.367 1.617 1.081 0.257 -0.700 0.943
N -0.152 0.277 0.980 -0.128 1.061 0.123
C -0.486 -0.584 1.978 0.188 0.749 0.245
C -1.030 -0.102 3.170 0.345 0.011 -0.498
H -1.630 1.684 4.240 0.114 -0.120 -0.306
H -0.999 3.227 2.305 -0.148 -0.335 0.240
H -0.029 2.237 0.236 -0.361 -0.269 0.504
H -0.253 -1.645 1.799 -0.351 0.659 0.111
H -1.262 -0.822 3.954 -0.001 0.374 -0.141
```
Positions in Å, forces in eV/Å.

As for the spin multiplicity: 1. As for the total charge: +1. The value obtained for the energy above the lowest of the compared OMol25 structures with the same formula, charge and spin is 4.269 eV.

Here is a molecular structure, C10H6Br2Cl3CuN2O2SSi at a distorted geometry from OMol25. Energies are from ωB97M-V/def2-TZVPD.

Structure (XYZ):
```
28
Properties=species:S:1:pos:R:3:forces:R:3
Cu 2.175 0.896 -0.642 0.621 -3.454 0.804
C 1.224 1.295 1.580 0.097 -0.127 3.689
C 0.548 0.167 1.928 -1.006 -0.412 -5.101
C -0.643 -0.054 2.673 0.876 -0.204 1.150
C -1.579 -0.908 2.211 -0.142 -0.043 0.329
C -1.522 -1.420 0.898 0.060 -0.288 -0.922
C -2.580 -2.111 0.270 0.000 0.006 0.549
Br -4.112 -2.634 1.283 -0.027 0.001 -0.027
C -2.549 -2.417 -1.056 -0.143 -0.161 -0.355
C -1.472 -2.033 -1.852 0.012 -0.085 0.207
Br -1.545 -2.408 -3.704 0.002 0.015 -0.018
C -0.350 -1.358 -1.354 0.003 0.099 0.299
O 0.563 -0.900 -2.127 -0.896 -0.308 0.567
C -0.375 -1.130 0.110 0.505 0.469 -0.162
N 0.731 -0.535 0.676 -0.722 -0.250 0.959
H 2.302 3.136 1.577 0.155 -0.464 -0.269
H 0.805 3.329 0.945 -1.996 0.042 -1.634
H 3.031 1.953 0.727 1.918 -1.824 -1.831
H -0.774 0.470 3.611 -0.043 -0.001 -0.001
H -2.455 -1.115 2.810 -0.046 0.079 -0.043
H -3.376 -2.944 -1.509 -0.007 0.014 -0.002
O 3.137 -1.659 -2.888 0.025 -0.237 0.211
S 2.699 -0.670 -1.911 1.643 0.295 -3.971
N 2.678 0.812 -2.433 0.586 -2.341 0.346
Cl 1.772 2.387 0.505 0.077 4.300 12.126
Si 0.340 2.240 -1.015 -3.544 0.416 -3.096
Cl 2.491 3.844 -0.636 1.895 4.426 -3.722
Cl -1.165 3.768 -0.680 0.096 0.038 -0.082
```
Positions in Å, forces in eV/Å.

As for the spin multiplicity: 2. As for the total charge: -1. The value obtained for the energy above the lowest of the compared OMol25 structures with the same formula, charge and spin is 27.564 eV.

Here is a molecular structure, C10H6F11NO4S2SeZn at a distorted geometry from OMol25. Energies are from ωB97M-V/def2-TZVPD.

Structure (XYZ):
```
36
Properties=species:S:1:pos:R:3:forces:R:3
Zn 0.000 0.000 0.000 8.782 -0.467 -7.565
F -1.165 -3.633 -1.974 0.362 1.157 -0.010
C -0.357 -2.570 -1.677 1.922 -2.587 1.067
F -0.282 -2.505 -0.321 -0.283 -0.899 -2.578
F 0.891 -2.925 -2.110 -1.284 0.663 0.089
S -0.947 -1.025 -2.474 1.515 1.458 -3.524
O -0.264 0.083 -1.804 -2.072 -1.095 -6.548
O -0.622 -1.159 -3.900 -0.977 -0.474 2.098
N -2.503 -1.129 -2.176 0.498 0.105 0.380
S -2.760 -0.642 -0.689 -0.676 -1.096 2.730
O -3.109 -1.720 0.240 -0.094 1.666 -1.898
O -1.787 0.324 -0.175 -7.989 0.601 -3.016
C -4.295 0.295 -0.980 -2.249 1.378 -0.260
F -4.805 0.852 0.157 0.860 -0.686 -0.912
F -5.287 -0.497 -1.491 1.044 0.355 0.436
F -4.136 1.315 -1.873 0.231 -0.890 0.758
F -0.725 -1.077 1.129 -2.327 -4.529 4.408
C -0.830 0.115 1.760 -6.233 0.788 9.889
F -0.313 1.218 1.174 -0.348 6.109 3.079
C -1.471 0.203 3.096 1.831 -0.368 -4.880
F -2.056 1.411 3.305 0.157 0.542 0.576
F -0.576 0.023 4.102 -0.163 0.009 2.145
F -2.441 -0.733 3.263 0.061 -0.459 0.544
Se 1.687 -0.335 1.627 6.205 -1.056 2.557
C 3.052 -0.598 2.947 -1.132 0.228 -0.310
C 2.704 -0.971 4.250 0.996 -0.221 0.735
C 3.701 -1.163 5.213 -0.017 0.141 -0.675
C 5.045 -0.981 4.874 -0.020 0.005 -0.014
C 5.394 -0.608 3.572 -0.726 -0.045 -0.010
C 4.398 -0.416 2.608 0.660 -0.150 0.892
H 1.664 -1.113 4.517 -0.005 0.072 -0.130
H 3.431 -1.452 6.221 -0.014 -0.034 0.148
H 5.816 -1.130 5.619 0.093 -0.018 0.087
H 6.435 -0.468 3.310 0.141 0.012 -0.018
H 4.673 -0.127 1.601 -0.178 -0.006 -0.035
H 1.339 -0.226 -0.739 1.428 -0.211 -0.238
```
Positions in Å, forces in eV/Å.

Its total energy is -6815.580707 Eh. As for the spin multiplicity: 1. As for the total charge: -2.